15
Properties=species:S:1:pos:R:3:lowdin_charge:R:1 method="wB97M-V/def2-TZVPD" gap_ha=0.376 smiles=CCC(O)(O)P energy_ev=-16639.041
C -1.079 0.852 -1.231 -0.086
C 0.075 -0.182 -0.923 -0.196
C 0.484 -0.135 0.621 -0.766
O -0.581 -0.466 1.482 -0.044
O 0.988 1.228 0.919 -0.082
P 2.077 -1.218 0.923 0.868
H -0.686 1.815 -1.224 0.022
H -1.861 0.897 -0.355 0.113
H -1.619 0.595 -2.208 0.097
H 0.925 -0.115 -1.503 0.067
H -0.359 -1.153 -1.053 0.097
H -0.864 0.204 2.073 0.082
H 0.575 1.655 0.180 0.034
H 2.203 -0.723 2.226 -0.120
H 1.337 -2.241 1.683 -0.086

=====

15
Properties=species:S:1:pos:R:3:lowdin_charge:R:1 method="wB97M-V/def2-TZVPD" gap_ha=0.374 smiles="CP(C)(=O)CO" energy_ev=-16640.231
O 0.253 2.031 0.300 -0.421
O -0.886 -1.155 -1.974 -0.184
C -0.361 -0.119 1.881 -0.155
C 1.853 0.040 -0.212 -0.204
C -1.174 -0.022 -1.050 -0.273
P 0.168 0.512 0.205 0.606
H -1.673 -1.311 -2.531 0.077
H -0.711 -1.105 1.927 0.023
H 0.564 -0.018 2.441 0.045
H -1.089 0.543 2.246 0.029
H 1.992 -1.013 -0.516 0.044
H 2.562 0.373 0.645 0.086
H 2.023 0.767 -1.113 0.089
H -2.101 -0.428 -0.468 0.107
H -1.418 0.904 -1.780 0.131

=====

15
Properties=species:S:1:pos:R:3:lowdin_charge:R:1 method="wB97M-V/def2-TZVPD" gap_ha=0.241 charge=-1 energy_ev=-18186.791
C -1.867 0.156 0.166 -0.483
O -1.240 0.857 1.139 -0.334
C -0.959 -0.664 -0.863 -0.281
C 0.089 -1.335 -0.034 -0.469
S 1.866 -1.424 -0.943 0.514
H -2.422 -0.640 0.716 0.078
H -2.606 0.668 -0.499 0.079
H -0.279 -0.022 -1.433 0.065
H -1.586 -1.294 -1.485 0.088
H 0.466 -0.764 0.816 0.043
H -0.126 -2.355 0.311 0.060
H 2.368 -0.175 -0.757 -0.189
H 0.228 3.227 0.440 -0.010
H -0.249 2.268 1.414 -0.015
O 0.085 3.213 1.384 -0.145

=====

15
Properties=species:S:1:pos:R:3:lowdin_charge:R:1 method="wB97M-V/def2-TZVPD" gap_ha=0.246 charge=-1 energy_ev=-18187.437
C 0.508 -1.746 -0.280 -0.461
O -0.380 -2.036 0.725 -0.318
C 1.145 -0.345 -0.120 -0.304
C 0.052 0.695 -0.118 -0.549
S 0.783 2.413 0.077 0.613
H 0.054 -1.715 -1.301 0.090
H 1.275 -2.537 -0.251 0.083
H 1.696 -0.329 0.805 0.090
H 1.783 -0.234 -1.005 0.091
H -0.540 0.583 0.784 0.053
H -0.666 0.587 -0.929 0.073
H 0.195 2.828 -1.049 -0.190
H -2.608 -1.696 -0.998 -0.025
H -1.661 -1.562 0.306 -0.033
O -2.614 -1.302 -0.120 -0.213

=====

15
Properties=species:S:1:pos:R:3:lowdin_charge:R:1 method="wB97M-V/def2-TZVPD" gap_ha=0.279 charge=-1 energy_ev=-9399.477
C -0.093 0.371 0.909 -0.526
O -0.183 0.995 -0.284 -0.330
C 1.108 -0.608 0.902 -0.222
C 1.049 -1.387 -0.388 -0.291
O 1.682 -0.609 -1.438 -0.150
H -0.009 1.052 1.792 0.075
H -0.973 -0.266 1.216 0.077
H 1.113 -1.293 1.757 0.086
H 2.027 -0.023 1.004 0.100
H 1.688 -2.281 -0.369 0.096
H 0.028 -1.619 -0.690 0.105
H 1.119 0.198 -1.369 0.040
H -2.879 1.409 -0.365 0.018
H -2.432 2.141 -1.573 0.020
O -3.245 1.920 -1.103 -0.099

=====

15
Properties=species:S:1:pos:R:3:lowdin_charge:R:1 method="wB97M-V/def2-TZVPD" gap_ha=0.247 charge=-1 energy_ev=-9398.216
C 0.471 -0.572 0.435 -0.495
O 0.922 -1.466 -0.570 -0.410
C -0.674 0.318 -0.115 -0.212
C -2.074 -0.041 0.452 -0.267
O -2.295 0.572 1.753 -0.096
H 0.222 -0.964 1.428 0.072
H 1.293 0.090 0.774 0.062
H -0.706 -0.132 -1.099 0.079
H -0.340 1.418 -0.240 0.122
H -2.889 0.377 -0.220 0.107
H -2.099 -1.155 0.518 0.122
H -1.996 1.379 1.438 0.010
H 4.111 0.374 -1.192 0.023
H 2.656 -0.393 -1.515 0.024
O 3.400 0.196 -1.847 -0.142

=====

15
Properties=species:S:1:pos:R:3:lowdin_charge:R:1 method="wB97M-V/def2-TZVPD" gap_ha=0.217 charge=-1 energy_ev=-9396.365
C 0.752 -0.003 0.522 -0.156
C -0.317 -0.629 -0.515 -0.198
O -1.822 -0.602 -0.328 -0.103
C 2.242 0.176 -0.175 -0.515
O 3.314 0.427 0.675 -0.420
H 0.360 1.047 0.753 0.107
H 0.868 -0.665 1.427 0.090
H -0.129 -1.686 -0.799 0.111
H -0.162 -0.095 -1.420 0.088
H -1.703 -1.480 0.104 0.125
H 2.028 0.997 -0.913 0.071
H 2.510 -0.766 -0.720 0.070
H -2.851 1.290 1.291 0.006
H -2.133 0.602 -0.187 0.046
O -2.957 1.388 0.287 -0.321

=====

16
Properties=species:S:1:pos:R:3:lowdin_spin:R:1 method="wB97M-V/def2-TZVPD" gap_ha="0.393 / 0.285" charge=+1 energy_ev=-11425.921 multiplicity=3
C -2.043 0.861 -0.351 0.020
C 1.900 1.506 0.238 0.005
C 0.161 -2.326 -0.083 0.129
O -1.332 0.002 0.503 0.080
O 0.669 0.975 0.937 0.036
O 0.824 -1.157 0.259 1.142
O -0.018 0.058 0.147 0.471
H -2.263 0.310 -1.249 0.000
H -1.554 1.775 -0.511 0.001
H -2.939 0.987 0.347 0.007
H 2.270 2.155 0.967 0.001
H 1.658 2.148 -0.674 0.000
H 2.716 0.792 0.062 0.001
H -0.116 -2.476 -1.143 0.051
H -0.726 -2.390 0.545 0.032
H 0.794 -3.219 0.005 0.024

=====

15
Properties=species:S:1:pos:R:3:lowdin_charge:R:1 method="wB97M-V/def2-TZVPD" gap_ha=0.361 smiles="CP(C)(=O)CS" energy_ev=-25428.500
C 1.280 -0.581 -0.966 -0.188
C -1.466 0.752 -0.606 -0.214
C 0.087 -0.220 1.774 -0.667
O 0.933 1.916 0.003 -0.370
P 0.248 0.633 0.013 0.473
S 1.801 -0.386 2.325 0.625
H 1.874 -0.012 -1.647 0.029
H 1.934 -1.063 -0.234 -0.002
H 0.662 -1.346 -1.575 0.079
H -2.060 -0.162 -0.288 0.057
H -1.923 1.759 -0.209 0.086
H -1.220 0.873 -1.752 0.080
H -0.656 0.473 2.342 0.067
H -0.407 -1.278 1.789 0.065
H 2.321 0.442 1.331 -0.118

=====

16
Properties=species:S:1:pos:R:3:lowdin_charge:R:1 method="wB97M-V/def2-TZVPD" gap_ha=0.309 energy_ev=-36264.635
C -1.102 -0.248 -0.216 -0.137
C 0.237 0.614 -2.186 -0.143
C -0.082 0.769 -0.707 -0.610
O -0.571 -1.214 3.031 -0.064
P 1.500 0.519 0.278 -0.048
S 2.406 -1.173 -0.002 0.202
S 2.032 1.989 1.425 0.196
H -2.080 -0.026 -0.644 0.084
H -0.812 -1.252 -0.527 0.074
H -1.182 -0.233 0.872 0.050
H -0.659 0.779 -2.780 0.082
H 0.604 -0.392 -2.386 0.061
H 0.996 1.331 -2.499 0.076
H -0.407 1.788 -0.478 0.099
H -0.023 -1.990 2.870 0.039
H -0.857 -1.259 3.949 0.040

=====

14
Properties=species:S:1:pos:R:3:lowdin_charge:R:1 method="wB97M-V/def2-TZVPD" gap_ha=0.352 smiles=CCP(C)S energy_ev=-23379.999
C 1.688 1.225 -0.423 -0.191
C -1.446 -1.137 1.267 -0.246
C 0.494 0.671 0.292 -0.586
P 0.073 -1.078 -0.159 0.540
S -1.096 -0.554 -1.764 0.356
H 1.361 2.269 -0.567 0.069
H 2.802 1.202 -0.051 0.112
H 1.708 0.706 -1.395 0.040
H -1.315 -0.146 1.689 -0.001
H -1.231 -1.994 1.922 0.016
H -2.263 -1.277 0.578 -0.027
H -0.470 1.104 0.008 0.038
H 0.621 0.559 1.323 0.038
H -0.924 -1.552 -2.718 -0.159

=====

14
Properties=species:S:1:pos:R:3:lowdin_charge:R:1 method="wB97M-V/def2-TZVPD" gap_ha=0.366 smiles="C=C[C@H]([SiH3])P" energy_ev=-20420.647
C -2.282 0.088 -0.174 0.024
C -0.942 0.141 0.227 -0.272
C 0.400 0.154 -0.615 -0.752
Si 1.422 -1.357 -0.045 0.606
P 1.329 1.619 0.033 0.744
H -2.566 -0.060 -1.162 0.014
H -3.187 0.206 0.380 0.035
H 0.227 0.292 -1.631 0.026
H -0.634 0.229 1.219 0.016
H 1.607 -1.214 1.352 -0.075
H 2.671 -1.598 -0.687 -0.090
H 0.553 -2.391 -0.343 -0.093
H 1.049 1.254 1.451 -0.070
H 0.354 2.637 -0.005 -0.112

=====

14
Properties=species:S:1:pos:R:3:lowdin_charge:R:1 method="wB97M-V/def2-TZVPD" gap_ha="0.291 / 0.285" energy_ev=-20418.064
C 1.253 -0.916 1.223 -0.009
C -0.243 -0.893 1.076 -0.385
C -0.610 0.237 -0.016 -0.673
Si 0.381 0.147 -1.683 0.590
P -0.979 1.789 0.788 0.733
H 1.586 -0.490 2.134 0.030
H 2.025 -0.994 0.426 0.048
H -0.664 -1.883 0.520 0.134
H -0.803 -0.798 1.917 0.030
H -0.248 0.330 -2.998 -0.096
H 0.485 -1.298 -1.724 -0.074
H 1.539 0.933 -1.497 -0.093
H -2.111 1.492 1.586 -0.107
H -1.748 2.380 -0.204 -0.127

=====

15
Properties=species:S:1:pos:R:3:lowdin_charge:R:1 method="wB97M-V/def2-TZVPD" gap_ha=0.236 charge=-1 energy_ev=-35764.010
C -1.259 0.599 -0.942 -0.156
C -0.269 -0.535 -1.136 -0.362
C -0.413 -1.676 -0.125 -0.687
S -0.238 -1.195 1.630 0.315
H -2.282 0.333 -1.241 0.064
H -0.964 1.478 -1.519 0.057
H -1.270 0.887 0.105 0.027
H -0.356 -0.967 -2.138 0.089
H 0.745 -0.151 -1.030 0.070
H 0.357 -2.410 -0.354 0.035
H -1.375 -2.171 -0.256 0.035
S 2.565 0.650 1.419 -0.010
S 1.686 2.537 1.380 0.102
H 1.282 -0.185 1.516 -0.327
H 1.791 2.803 2.689 -0.252

=====

9
Properties=species:S:1:pos:R:3:lowdin_charge:R:1 method="wB97M-V/def2-TZVPD" gap_ha=0.256 charge=-1 energy_ev=-149352.951
C 1.590 -0.854 -0.706 -0.408
C 0.234 -0.763 -0.408 -0.341
C -1.940 -0.273 -1.242 -0.947
O 2.710 -0.481 -0.934 0.126
O 0.996 -1.982 -0.299 0.172
O -0.665 -0.598 -1.375 -0.219
Br -2.278 1.487 -0.189 0.225
Br -2.869 -1.500 0.164 0.241
H 0.068 -0.229 0.538 0.152

=====

13
Properties=species:S:1:pos:R:3:lowdin_spin:R:1 method="wB97M-V/def2-TZVPD" gap_ha="0.336 / 0.137" charge=+3 energy_ev=-114223.576 multiplicity=6
O -1.994 0.503 -0.894 0.037
C -0.736 0.599 -0.920 -0.006
O -0.106 0.095 -2.132 -0.033
Br 1.562 0.822 -2.387 -0.120
O -0.031 1.152 0.196 0.073
C -0.152 0.357 1.387 0.098
F 0.705 0.947 2.369 0.086
F -1.458 0.394 1.966 0.095
C 0.327 -1.207 1.250 0.152
F -0.740 -2.080 1.625 0.202
F 1.437 -1.494 2.107 0.187
H 0.664 -1.525 0.194 0.073
Dy 0.523 1.436 -4.760 4.157

=====

9
Properties=species:S:1:pos:R:3:lowdin_charge:R:1 method="wB97M-V/def2-TZVPD" gap_ha="0.305 / 0.317" energy_ev=-84035.659
C 0.312 1.233 -0.238 -0.458
C 0.184 0.017 0.560 -0.653
C -0.438 -1.422 -0.102 -0.135
F -0.749 0.195 1.491 0.088
F 1.313 -0.334 1.166 0.092
F -1.767 -1.423 0.024 0.095
F -0.141 -1.644 -1.377 0.085
Br 1.684 1.291 -1.496 0.784
H -0.398 2.088 -0.028 0.102

=====

7
Properties=species:S:1:pos:R:3:lowdin_charge:R:1 method="wB97M-V/def2-TZVPD" gap_ha="0.273 / 0.258" energy_ev=-76143.362
C -1.336 -0.334 -0.826 -0.295
C 1.072 0.051 2.780 -0.181
C -0.110 0.451 -0.768 -0.533
N -2.204 -1.094 -0.866 0.172
N 1.173 -0.061 1.620 -0.320
Br 1.459 -0.368 -0.556 1.100
H -0.054 1.357 -1.383 0.058